The following is a quantum chemistry calculation of a molecular structure, C48H62FGeN5O6TeTi in a non-equilibrium geometry, from OMol25.

Each line ends with the Mulliken charge.
Cartesian coordinates (Å):
Ti -0.53 -1.64 0.90  -1.24
C 5.95 -1.88 -3.88  -1.35
C 4.83 -0.91 -4.26  -0.29
C 5.33 0.40 -4.83  -1.07
C 6.08 1.20 -3.77  -1.13
C 5.24 1.36 -2.53  0.63
C 5.44 2.42 -1.67  -0.60
C 4.66 2.55 -0.53  -0.22
F 4.90 3.60 0.28  -0.41
C 3.68 1.66 -0.21  -0.49
C 3.44 0.59 -1.07  1.00
C 2.38 -0.37 -0.73  0.50
O 1.78 -0.27 0.34  0.15
C 2.15 -1.41 -1.71  -0.67
C 2.97 -1.49 -2.80  -0.08
N 3.96 -0.65 -3.08  0.05
C 4.22 0.44 -2.23  -0.46
C 1.10 -2.44 -1.60  -0.08
O 1.07 -3.45 -2.25  -0.69
O 0.16 -2.16 -0.70  0.01
H 6.59 -2.07 -4.74  0.40
H 5.54 -2.83 -3.54  0.39
H 6.56 -1.47 -3.07  0.35
H 4.18 -1.39 -5.00  0.52
H 4.48 0.98 -5.20  0.36
H 5.98 0.19 -5.68  0.43
H 6.36 2.18 -4.15  0.50
H 7.01 0.69 -3.51  0.35
H 6.20 3.16 -1.88  0.53
H 3.09 1.77 0.69  0.62
H 2.81 -2.30 -3.51  0.67
O 2.07 -0.76 3.02  -0.81
H 2.13 -0.25 2.19  0.29
H 1.36 -0.37 3.53  0.24
O 2.28 -3.09 1.31  -0.56
H 3.14 -3.02 0.88  0.27
H 2.33 -2.49 2.07  0.13
C -5.45 -2.59 -0.19  -1.56
Ge -3.69 -3.27 0.29  1.03
C -3.30 -4.70 -0.98  -1.35
C -3.80 -3.98 2.10  -1.23
C -2.48 -1.74 0.19  0.52
H -6.17 -3.42 -0.13  0.41
H -5.45 -2.20 -1.21  0.38
H -5.78 -1.80 0.48  0.38
H -4.21 -4.92 -1.55  0.53
H -3.00 -5.61 -0.44  0.28
H -2.51 -4.44 -1.68  0.35
H -4.79 -4.41 2.27  0.61
H -3.63 -3.19 2.83  0.29
H -3.05 -4.76 2.25  0.18
H -2.97 -0.94 0.74  -0.31
H -2.41 -1.43 -0.85  0.49
C -0.53 8.34 -2.99  -1.59
C -0.61 6.91 -2.53  0.57
C -1.67 6.09 -2.93  -0.90
C -1.78 4.76 -2.51  0.51
C -2.98 3.96 -2.97  -1.54
C -0.78 4.25 -1.67  -0.19
Te -1.02 2.19 -1.01  0.68
N -0.80 0.50 0.55  -0.07
C -0.81 0.58 1.82  1.38
O -0.91 -0.62 2.46  -0.23
C -0.66 1.76 2.71  -0.41
C -1.46 1.89 3.84  -0.39
C -1.28 2.98 4.68  -0.82
C -0.28 3.92 4.41  -0.75
C 0.53 3.76 3.30  -0.97
C 0.34 2.69 2.44  1.02
C -2.67 2.81 0.14  0.92
C -2.47 3.93 0.96  -0.56
C -3.47 4.37 1.80  -0.67
C -4.69 3.70 1.82  -0.83
C -4.89 2.62 0.98  -0.58
C -3.90 2.15 0.12  1.01
C -4.24 1.00 -0.80  -1.69
C 0.30 5.04 -1.27  1.18
C 1.41 4.54 -0.37  -0.80
C 0.36 6.36 -1.71  -0.72
H -1.30 8.58 -3.72  0.35
H 0.44 8.56 -3.44  0.38
H -0.65 9.03 -2.14  0.32
H -2.43 6.49 -3.58  0.35
H -3.46 4.46 -3.81  0.51
H -3.72 3.87 -2.17  0.23
H -2.71 2.95 -3.29  0.24
H -2.22 1.16 4.04  0.56
H -1.91 3.11 5.55  0.45
H -0.14 4.76 5.08  0.43
H 1.32 4.48 3.10  0.50
H 0.97 2.55 1.57  -0.06
H -1.52 4.46 0.93  0.23
H -3.30 5.23 2.43  0.48
H -5.48 4.03 2.48  0.41
H -5.86 2.12 0.98  0.50
H -4.58 0.13 -0.24  0.09
H -3.41 0.69 -1.42  0.20
H -5.06 1.30 -1.46  0.59
H 1.38 3.47 -0.25  -0.91
H 1.34 4.99 0.63  0.33
H 2.39 4.81 -0.77  0.69
H 1.20 6.98 -1.39  0.46
C 1.05 -6.72 0.52  -0.59
C 0.17 -5.93 -0.42  -0.64
N -0.40 -4.78 0.30  1.02
C -0.31 -4.58 1.63  -0.81
N -0.54 -3.34 2.09  1.55
C -0.52 -3.15 3.56  -1.04
C -0.84 -4.41 4.33  -0.73
C 0.06 -5.52 3.86  -0.81
N -0.04 -5.63 2.41  0.37
C 0.27 -6.93 1.80  -0.82
H 1.95 -6.16 0.75  0.25
H 1.33 -7.68 0.08  0.41
H -0.65 -6.56 -0.78  0.41
H 0.71 -5.55 -1.28  0.21
H -0.48 -3.95 -0.26  -0.71
H -1.24 -2.38 3.81  0.34
H 0.46 -2.78 3.87  0.18
H -1.89 -4.70 4.18  0.23
H -0.69 -4.23 5.40  0.42
H -0.23 -6.48 4.28  0.58
H 1.10 -5.33 4.15  0.26
H -0.66 -7.48 1.60  0.20
H 0.83 -7.51 2.54  0.55

Calculated values
Frontier orbital gap (alpha / beta) = 7.41 / 7.02 eV
Highest occupied orbital energy (alpha / beta) = -9.702 / -10.571 eV
Calculated total energy = -5885.7401 Ha
Multiplicity = 2
LUMO level (alpha / beta) = -0.0843 / -0.1303 hartree
Charge = +1
Energy relative to the best compared isomer or geometry (same formula, charge and spin) = 12.8 kJ/mol